1.
{"formula": "C8H16NO5S", "method": "ωB97M-V/def2-TZVPD", "symbols": ["H", "C", "C", "O", "H", "H", "H", "H", "C", "O", "H", "O", "H", "H", "H", "H", "C", "O", "H", "O", "H", "S", "C", "H", "H", "H", "C", "C", "C", "H", "N"], "xyz": [[2.90893, -1.43800, 0.98389], [-1.19458, -1.84291, 0.01426], [-0.51279, 3.84694, 0.65037], [-2.09530, 0.87493, -0.53856], [2.60710, -3.97539, 0.19634], [-1.02501, -1.98975, 1.09049], [-0.35763, 4.92595, 0.69329], [0.09449, 1.10123, 0.86704], [-1.57494, 3.48460, -0.39448], [-2.44968, -3.90876, -0.01796], [0.88884, -3.65789, 0.56793], [0.94517, -1.09055, 0.64369], [2.11127, -3.49688, 1.82548], [1.21929, 3.55089, -0.61378], [-0.84344, 3.52287, 1.63949], [1.07294, 1.08377, -0.60904], [0.77434, 3.09538, 0.27525], [-0.94362, -3.64355, -1.65342], [2.34760, -1.77090, -0.67308], [-0.78356, 1.95617, -2.38958], [-1.55647, 4.15588, -1.25099], [-1.13432, 1.83169, -0.99456], [1.91495, -3.33954, 0.75974], [-0.09594, -4.02448, -1.40332], [-2.57958, 3.44024, 0.01930], [1.51216, 3.13173, 1.07676], [0.35809, 1.65943, -0.02953], [-1.60158, -3.20831, -0.51480], [2.08211, -1.86023, 0.38913], [-2.08554, -1.18823, -0.07541], [-0.00331, -1.22633, -0.53396]], "forces_ev_per_a": [[-0.05, 0.00, -0.05], [0.68, 0.41, 0.21], [0.05, 0.00, -0.03], [-0.97, 0.43, -0.21], [-0.07, 0.00, 0.02], [-0.33, -0.03, -0.01], [-0.01, 0.01, 0.02], [0.07, -0.09, -0.11], [0.00, 0.11, 0.17], [0.04, 0.24, -0.23], [0.08, 0.01, -0.10], [-0.04, -0.18, -0.19], [-0.09, -0.01, -0.05], [0.02, 0.01, 0.00], [0.00, -0.03, -0.01], [-0.15, -0.13, 0.06], [-0.13, 0.02, -0.06], [-0.42, -0.42, -0.05], [-0.04, -0.01, 0.05], [-0.27, 0.12, -0.10], [0.03, -0.05, -0.04], [0.95, -0.45, 0.22], [0.09, 0.03, 0.13], [0.20, 0.43, -0.02], [-0.03, -0.03, -0.06], [0.00, 0.01, 0.01], [0.15, 0.45, 0.02], [0.09, -0.23, 0.20], [-0.02, 0.00, -0.04], [0.06, -0.41, -0.02], [0.11, -0.20, 0.26]], "total_charge": -1, "energy_ha": -1143.4830, "e_lumo_ev": 2.97}



2.
{"formula": "C9H20N6O10", "method": "ωB97M-V/def2-TZVPD", "symbols": ["O", "O", "O", "C", "H", "H", "H", "C", "H", "H", "H", "H", "H", "C", "C", "N", "H", "O", "N", "H", "O", "C", "H", "H", "N", "H", "O", "C", "O", "C", "O", "O", "H", "H", "H", "O", "H", "C", "C", "N", "N", "H", "N", "H", "H"], "xyz": [[-1.08745, -4.48529, 3.29448], [-0.03923, 2.22450, 3.90727], [2.88740, -3.18141, -0.11482], [2.11736, 4.01226, -3.05828], [0.35606, 1.53596, 1.28364], [-0.93671, -1.33314, 1.65235], [-3.52150, -3.66438, 1.21380], [5.01884, -3.25285, 0.70402], [-2.28218, 3.09964, -1.23801], [5.15233, -3.80305, 1.63545], [-3.38861, 2.73056, -2.73990], [-0.61401, 0.18808, -2.35390], [1.38686, -1.44440, -1.84764], [0.61467, -1.17259, -1.14319], [-1.23035, -0.26159, -0.26554], [1.58080, 2.72293, -2.62013], [-1.11075, 2.57269, 1.59474], [0.40207, 2.64730, -2.52211], [3.82552, -3.90197, 0.09388], [0.28937, 3.26397, 0.92418], [-2.94220, -5.46186, 2.91428], [-0.67463, -1.07243, 0.63759], [0.95389, -2.44496, 0.54711], [-2.60603, -2.50540, 2.16309], [-4.27701, 2.97720, -0.80936], [4.76051, -2.21988, 0.93712], [-4.13590, 2.76384, 0.36748], [-0.02405, 2.49639, 1.63177], [-5.29836, 3.33896, -1.34034], [-3.15901, 2.62596, -1.67950], [2.22705, 1.70543, -2.44472], [1.06447, 3.89653, 3.16133], [5.88292, -3.32442, 0.04346], [2.98828, 4.19489, -2.42881], [-1.91399, -3.52536, 0.81245], [3.89822, -5.10717, -0.23690], [1.21929, 4.62943, -3.03207], [-0.49591, -0.40604, -1.45977], [-2.55781, -3.48675, 1.69114], [0.40697, 2.88323, 2.99247], [0.37144, -1.78237, 0.05535], [-3.16741, 1.55135, -1.49718], [-2.17317, -4.50335, 2.71532], [2.32186, 3.93733, -4.12630], [-2.09000, 0.34236, -0.01526]], "forces_ev_per_a": [[-0.82, 1.44, -1.12], [0.10, -0.50, -0.08], [-0.89, 0.13, -0.03], [-0.15, -0.08, -0.33], [-0.17, -0.05, 0.57], [-0.06, 0.33, -0.12], [-0.24, -0.59, 0.88], [-0.14, -0.19, 0.79], [0.09, -0.18, -0.60], [0.44, 0.04, -0.11], [0.13, 0.74, 0.35], [0.08, -0.15, 0.04], [0.13, -0.25, 0.40], [-1.28, -1.04, -1.77], [-1.15, 0.58, -0.18], [0.51, -2.72, -0.28], [0.01, -0.58, 0.39], [-3.40, 1.11, 0.23], [1.01, -2.07, -1.41], [0.45, 0.00, 0.26], [0.31, 1.85, -0.75], [0.87, -2.43, 1.52], [0.08, 0.32, -0.26], [0.39, -0.23, -0.07], [-0.85, 0.09, -0.69], [0.01, -0.20, -0.24], [0.23, 0.15, 0.87], [-0.14, 0.88, -1.34], [-0.58, 0.43, -0.06], [0.27, -1.14, 0.17], [1.99, 0.90, -0.13], [0.11, -0.36, -0.62], [-0.25, -0.22, 0.07], [-0.21, 0.59, -0.33], [0.75, 0.11, 0.65], [-0.08, 2.46, 0.96], [0.66, 0.59, 0.66], [1.37, 1.06, 0.08], [-0.49, 0.42, -0.51], [-0.39, 0.58, 0.76], [0.03, 1.69, 0.72], [0.79, -0.10, -0.13], [-0.08, -3.19, 0.93], [0.59, -0.30, 0.16], [0.00, 0.08, -0.32]], "smiles": "C[N+](=O)[O-].C[N+](=O)[O-].C[N+](=O)[O-].C[N+](=O)[O-].C[N+](=O)[O-].c1cc[nH]c1", "energy_ha": -1435.3185, "e_lumo_ev": -0.31}



3.
{"formula": "C3H6O", "method": "ωB97M-V/def2-TZVPD", "symbols": ["H", "H", "H", "H", "H", "H", "C", "C", "C", "O"], "xyz": [[-1.97110, -0.28328, -0.51968], [1.67640, 0.69547, -0.83475], [-1.96848, -0.21379, 1.26488], [-2.20138, 1.29701, 0.27604], [1.59052, -1.07728, -1.00698], [2.62423, -0.41679, 0.25077], [0.45645, -0.45636, 0.55192], [1.68693, -0.25240, -0.28169], [-1.71309, 0.32552, 0.34963], [-0.31317, 0.56211, 0.23523]], "forces_ev_per_a": [[-0.29, 0.10, 0.19], [0.16, -0.10, 0.15], [0.14, 0.15, -0.06], [-0.04, -0.13, 0.14], [0.12, 0.09, 0.09], [-0.08, -0.05, 0.03], [0.10, 0.44, -0.49], [0.12, -0.03, 0.14], [-0.44, 0.01, 0.00], [0.20, -0.49, -0.19]], "energy_ha": -193.0306, "e_lumo_ev": 1.07}



4.
{"formula": "C6H11NO2", "method": "ωB97M-V/def2-TZVPD", "symbols": ["C", "H", "H", "H", "C", "H", "C", "H", "C", "H", "N", "H", "O", "C", "H", "H", "H", "C", "H", "O"], "xyz": [[-0.44685, -0.69389, -0.30706], [0.41293, 0.12716, 2.77505], [-0.86198, 0.39962, -2.77534], [0.91029, 0.40798, -3.32763], [-0.18568, 1.76520, 0.69926], [-0.75681, 2.35336, 1.42709], [-0.51400, 0.31008, 0.85335], [0.87878, 1.94240, 0.87923], [0.18125, 0.20724, -2.55031], [-0.47150, -1.30488, 2.30920], [1.86076, -0.61414, -1.06811], [-0.44895, 2.14716, -0.29186], [-1.67133, -0.03426, -0.03057], [-0.48696, -0.21200, 2.25093], [2.44686, -0.74159, -1.88662], [1.92472, -1.40278, -0.42450], [-1.43896, -2.35921, -0.01372], [0.53934, -0.32554, -1.37319], [-1.36678, 0.12572, 2.80692], [-0.50511, -2.09765, 0.04788]], "forces_ev_per_a": [[-0.03, 0.64, 2.56], [-0.15, 0.20, -0.18], [0.15, 0.04, 0.11], [0.01, 0.10, 0.13], [0.34, 0.30, -0.20], [0.08, -0.18, 0.00], [-0.77, -1.07, -1.26], [-0.08, 0.03, -0.01], [-0.39, -0.17, 0.38], [-0.09, 0.18, -0.25], [0.18, -0.62, 0.81], [0.16, -0.25, 0.13], [1.21, -0.47, -0.14], [-0.39, -0.52, 0.56], [-0.17, 0.00, 0.27], [0.25, 0.28, -0.29], [0.35, 0.28, 0.00], [-1.09, -0.30, -1.92], [0.13, 0.11, 0.04], [0.28, 1.41, -0.76]], "smiles": "C=C(N)[C@]1(O)OC1(C)C", "energy_ha": -440.4000, "e_lumo_ev": 0.86}



5.
{"formula": "C2H9N", "method": "ωB97M-V/def2-TZVPD", "symbols": ["C", "H", "H", "H", "H", "N", "H", "H", "H", "H", "H", "C"], "xyz": [[-0.91949, 1.48026, 0.28923], [1.29687, -1.57207, -2.12250], [-0.86270, -0.31229, 1.27408], [0.19785, -1.94958, -0.76993], [-0.95074, 2.55103, 0.51517], [-1.08009, 0.65965, 1.48622], [1.96696, -2.25444, -0.64080], [-0.46332, 0.96669, 2.22799], [1.30190, -0.61698, -0.63630], [-1.74818, 1.28447, -0.39484], [0.07353, 1.38113, -0.17947], [1.18741, -1.61788, -1.04885]], "forces_ev_per_a": [[0.47, 0.45, 0.09], [-0.10, -0.01, -0.26], [-0.02, 0.29, 0.15], [-0.17, -0.37, -0.04], [-0.34, -0.16, 0.34], [-0.08, -0.05, -0.02], [-0.10, -0.14, 0.09], [0.02, -0.10, -0.08], [0.15, 0.06, -0.06], [0.35, -0.09, -0.16], [-0.39, -0.32, -0.33], [0.22, 0.44, 0.27]], "smiles": "CN.C", "energy_ha": -136.3285, "e_lumo_ev": 1.07}



6.
{"formula": "C13H11Cl2FN2O2", "method": "ωB97M-V/def2-TZVPD", "symbols": ["C", "H", "C", "Cl", "C", "O", "C", "H", "O", "C", "C", "H", "C", "C", "H", "H", "H", "H", "N", "H", "C", "C", "Cl", "F", "C", "C", "N", "H", "C", "H", "H"], "xyz": [[0.70425, -2.43047, -1.12234], [2.87410, -7.20935, 4.27102], [5.82551, -3.57777, 4.46024], [1.79877, -5.69339, -2.68602], [6.25746, -2.27284, 6.50446], [5.25397, -7.37324, 1.99021], [0.73480, -2.01398, -3.47408], [6.09111, -1.26700, 6.07035], [3.55545, -8.61713, 2.69800], [3.74397, -5.00985, 5.63913], [4.30861, -3.94377, 6.32527], [3.87761, -3.42982, 7.19891], [0.65153, -1.52536, -2.18294], [5.49699, -3.35860, 5.78811], [5.92732, -2.23024, 7.54403], [0.58936, -1.37186, -4.32051], [1.36546, -3.75444, -4.55764], [5.40074, -4.72526, 2.67105], [0.75334, -3.76216, -1.23886], [0.63888, -0.47507, -1.95661], [1.10423, -4.16276, -2.46805], [1.06172, -3.34275, -3.60844], [0.89802, -1.70370, 0.42138], [2.63157, -5.75960, 2.82921], [3.46983, -6.48625, 3.63248], [4.27315, -5.42694, 4.37961], [4.26665, -7.57505, 2.69948], [2.80155, -5.48272, 5.98239], [5.23021, -4.61831, 3.73933], [6.46430, -2.87612, 3.91023], [7.32258, -2.53438, 6.50595]], "forces_ev_per_a": [[-0.05, -0.11, -0.92], [0.79, 1.07, -0.79], [-0.25, -0.74, -0.82], [-0.08, -1.07, 0.23], [-0.31, 0.04, 0.47], [-1.83, -0.02, 1.83], [-0.09, -0.17, 0.68], [0.23, -0.58, 0.04], [2.25, 1.94, -0.21], [-0.30, -0.48, -0.62], [1.40, 0.44, -0.55], [0.15, -0.86, -0.25], [-0.04, -0.27, 0.31], [-1.17, 0.86, -0.10], [0.11, 0.09, 0.02], [0.23, 0.20, -0.29], [-0.18, -0.10, -0.09], [0.22, -0.21, 0.25], [1.31, 0.68, -0.56], [-0.24, 0.20, -0.06], [-0.57, 1.56, -0.16], [0.08, -0.66, 0.13], [-0.36, -0.27, 0.72], [0.11, -1.00, -0.48], [0.52, 0.30, 0.74], [-0.18, 0.16, 0.43], [-1.84, -1.02, -0.85], [0.80, 0.27, -0.07], [-0.64, -0.16, 0.48], [0.11, -0.43, 0.50], [-0.18, 0.33, -0.05]], "smiles": "Cc1ccc([C@@H](F)[N+](=O)[O-])cc1.Clc1cccc(Cl)n1", "energy_ha": -1782.0784, "e_lumo_ev": -0.10}



7.
{"formula": "C5H8BF3N2O3", "method": "ωB97M-V/def2-TZVPD", "symbols": ["H", "O", "C", "H", "C", "O", "C", "H", "C", "O", "H", "H", "H", "F", "F", "F", "N", "H", "C", "N", "B", "H"], "xyz": [[-2.85192, 2.94040, -1.87117], [1.23193, -1.21500, -1.82361], [-2.77081, -0.33926, -1.13183], [0.75218, -0.57927, 2.77753], [0.99452, -1.05707, 1.78146], [0.74366, 1.02469, -2.80439], [-1.84280, -2.42910, -0.03896], [-0.09440, 1.43174, -2.55641], [-1.79385, -1.02378, -0.22922], [-2.01503, 2.90977, -2.36853], [1.62142, -0.44734, 1.14111], [-2.24472, 2.25582, -3.02813], [-2.35651, -3.29838, -0.38133], [-3.57375, -1.13085, -1.77680], [-2.18153, 0.35977, -2.09164], [-3.57456, 0.45501, -0.36096], [-0.78526, -0.40905, 0.37606], [1.48636, -2.08867, 1.89213], [-0.74576, -2.61025, 0.84433], [-0.17301, -1.37681, 1.05021], [1.05083, -0.11080, -2.29133], [-0.30196, -3.45608, 1.38130]], "forces_ev_per_a": [[0.59, 0.19, 0.08], [0.55, -0.40, 0.15], [0.31, 0.47, 1.85], [0.43, -0.53, -1.15], [1.09, -1.72, 1.27], [-0.11, 1.81, -0.91], [2.97, 0.35, 2.36], [-0.10, 0.18, 0.21], [-0.61, -1.32, -1.14], [-0.54, 0.30, 0.19], [0.16, 0.20, 0.23], [0.07, -0.10, -0.44], [-0.82, 0.29, -0.49], [-1.09, -1.71, -0.42], [0.64, 0.98, -0.35], [0.33, 0.50, -0.65], [-0.96, -0.36, -0.15], [-0.24, 1.77, 0.37], [-0.08, 1.16, -0.19], [-1.74, -0.81, -1.03], [-0.39, -1.50, 0.76], [-0.44, 0.25, -0.56]], "smiles": "Cn1ccc(C(F)(F)F)n1.O=BO.O", "energy_ha": -855.0821, "e_lumo_ev": 0.49}